DFT (wB97M-V/def2-TZVPD) results for an isolated molecule of C3HClFN at a distorted geometry.

Its spin multiplicity is 1. For the highest occupied orbital energy, the calculation gives -10.30 eV. As for the molar mass: 105.50 g mol⁻¹. Its relative energy (zero: lowest compared OMol25 entry of this formula, charge and spin) is 22.7 kcal per mole. Its LUMO energy is 0.33 eV. Its HOMO-LUMO gap is 10.63 eV. Its structure (SMILES) is N#C/C(Cl)=C\F.

```
7
Properties=species:S:1:pos:R:3:forces:R:3
N -0.496083 2.493539 -0.103362 1.20 -3.52 1.13
C -0.188077 1.379029 0.144754 -1.44 0.38 -1.26
C 0.081797 -0.154676 0.130062 -1.08 4.11 0.12
Cl 1.703553 -0.474560 -0.035644 1.76 -0.71 0.06
C -0.847284 -1.078730 0.041130 0.79 -3.69 -1.04
F -2.122111 -0.893830 -0.046137 -1.67 1.12 0.34
H -0.667424 -2.216521 -0.150974 0.44 2.32 0.65
```
Forces are in eV/Å.

Population analysis type Mulliken, resulting atomic charges in e: -0.35 0.15 0.36 -0.15 -0.09 -0.19 0.28